Entry one
{"formula": "C3H10N2O", "method": "wB97M-V/def2-TZVPD", "species": ["C", "C", "O", "H", "H", "H", "H", "N", "C", "N", "H", "H", "H", "H", "H", "H"], "coordinates": [[4.41820, 2.14754, -1.41854], [3.25610, 1.42226, -1.42578], [2.26458, 1.58874, -0.45031], [4.89120, 2.24511, -2.37512], [4.69163, 2.86839, -0.62372], [2.81181, 0.92073, -2.33667], [2.38880, 2.10707, 0.27174], [-2.27576, -0.73748, 1.73831], [-2.13768, -1.72551, 0.66438], [-3.57045, -2.01487, 0.21599], [-2.94637, -1.01697, 2.39641], [-2.79652, 0.09461, 1.36586], [-1.52238, -2.47678, 1.14421], [-1.54519, -1.43576, -0.33674], [-3.98594, -2.88661, 0.63498], [-3.94203, -1.10048, 0.53498]], "lowdin_charge": [-0.0129, -0.2229, -0.0148, 0.0303, 0.0615, 0.1265, 0.0317, -0.0521, -0.3379, -0.0493, 0.0325, 0.0733, 0.0834, 0.1364, 0.0714, 0.0430], "smiles": "C=CO.NCN", "e_homo_ev": -8.83, "total_charge": 0, "spin_multiplicity": 1, "homo_lumo_gap_ev": 9.8}



Entry two
{"formula": "C3H10N2O", "method": "wB97M-V/def2-TZVPD", "species": ["C", "C", "O", "C", "H", "H", "H", "H", "H", "H", "N", "N", "H", "H", "H", "H"], "coordinates": [[-0.85677, -1.38921, 1.04262], [0.31882, -1.36739, 0.42810], [1.37141, -0.45830, 0.64752], [1.06978, 0.72157, 1.35761], [-1.29710, -0.52447, 1.50678], [-1.42192, -2.30142, 1.09168], [0.73714, -2.24984, -0.03797], [0.29063, 1.30611, 0.85534], [1.99511, 1.29909, 1.37349], [0.73420, 0.49751, 2.37626], [-1.08639, 0.99489, -1.39457], [0.08555, 0.46421, -2.09146], [-1.71150, 1.31469, -2.13595], [-1.58380, 0.18027, -1.03372], [0.52560, 1.25859, -2.55760], [0.82924, 0.25372, -1.42814]], "lowdin_charge": [0.0022, -0.2210, -0.1768, -0.1145, 0.0542, 0.0530, 0.1157, 0.0743, 0.0921, 0.0910, -0.0807, -0.0766, 0.0617, 0.0382, 0.0616, 0.0257], "smiles": "C=COC.NN", "e_homo_ev": -8.31, "total_charge": 0, "spin_multiplicity": 1, "homo_lumo_gap_ev": 9.4}



Energies relative to the most stable structure, in hartree: entry one 0.0097; entry two 0.0000.



Entry one
{"formula": "C3H10N2O", "method": "wB97M-V/def2-TZVPD", "species": ["N", "C", "O", "H", "H", "H", "C", "N", "C", "H", "H", "H", "H", "H", "H", "H"], "coordinates": [[-0.51002, 1.88259, 1.37654], [0.16769, 1.44804, 0.22771], [0.21264, 2.18204, -0.76582], [-0.88522, 2.82006, 1.31650], [-0.30364, 1.44739, 2.26542], [1.11975, 0.88268, 0.54481], [1.02604, -1.41665, 0.37865], [-0.45931, -0.68365, -0.06958], [-0.73797, -0.81096, -1.48974], [0.83992, -2.46306, 0.14671], [1.78979, -1.02049, -0.28832], [1.33237, -1.33708, 1.42067], [-1.20768, -0.40590, 0.55734], [-1.65542, -0.28521, -1.76560], [0.09194, -0.38287, -2.05816], [-0.82089, -1.85695, -1.79714]], "lowdin_charge": [0.0754, -0.4918, -0.0381, 0.0922, 0.0814, 0.1104, 0.0012, -0.1655, -0.1571, 0.0536, 0.0644, 0.0587, 0.0861, 0.0870, 0.0759, 0.0662], "smiles": "NC=O.CNC", "e_homo_ev": -8.40, "total_charge": 0, "spin_multiplicity": 1, "homo_lumo_gap_ev": 9.3}



Entry two
{"formula": "C3H10N2O", "method": "wB97M-V/def2-TZVPD", "species": ["C", "N", "C", "H", "H", "H", "H", "H", "N", "C", "O", "H", "H", "H", "H", "H"], "coordinates": [[1.96356, -0.85647, 0.33387], [0.96227, -1.63393, 0.17414], [0.16369, -1.86711, 1.34391], [2.44846, -0.56387, 1.27630], [2.20142, -0.36484, -0.55924], [0.80618, -2.00415, 2.18298], [-0.48551, -1.04638, 1.57008], [-0.54336, -2.68319, 1.14853], [-1.36559, 2.47869, -0.91124], [-0.68589, 1.28275, -1.33438], [-1.14165, 0.04798, -0.67026], [-1.12345, 2.70400, 0.10004], [-2.43919, 2.36009, -0.87995], [0.43081, 1.44045, -1.15654], [-0.96284, 1.03656, -2.38946], [-0.22891, -0.33058, -0.22876]], "lowdin_charge": [-0.0439, -0.0967, -0.1481, 0.0913, 0.0516, 0.0691, 0.0702, 0.0908, -0.0342, -0.3657, -0.1710, 0.0859, 0.1036, 0.1188, 0.1140, 0.0642], "smiles": "C=NC.NCO", "e_homo_ev": -9.47, "total_charge": 0, "spin_multiplicity": 1, "homo_lumo_gap_ev": 10.0}



Energies relative to the most stable structure, in hartree: entry one 0.0000; entry two 0.0061.



Entry one
{"formula": "C3H2O", "method": "wB97M-V/def2-TZVPD", "species": ["C", "C", "C", "O", "H", "H"], "coordinates": [[-0.53298, 0.52508, -1.50490], [-0.17039, -0.07783, -0.13660], [-0.43427, -0.49798, 1.18445], [-0.34012, -0.67757, 2.31562], [0.58664, 0.73222, -2.02415], [0.89113, -0.00394, 0.16557]], "lowdin_charge": [0.0478, -0.2386, -0.1367, 0.2141, 0.0263, 0.0872], "e_homo_ev": -8.97, "total_charge": 0, "spin_multiplicity": 1, "homo_lumo_gap_ev": 8.2}



Entry two
{"formula": "C3H2O", "method": "wB97M-V/def2-TZVPD", "species": ["C", "C", "C", "O", "H", "H"], "coordinates": [[1.48751, -0.25235, -0.07637], [0.29334, -0.16733, 0.04606], [-1.08335, 0.22754, -0.00986], [-2.09507, -0.53300, -0.02454], [2.52400, -0.60755, 0.09503], [-1.12643, 1.33269, -0.03031]], "lowdin_charge": [0.1340, -0.0875, -0.2503, 0.0182, 0.0647, 0.1209], "smiles": "C#CC=O", "e_homo_ev": -10.75, "total_charge": 0, "spin_multiplicity": 1, "homo_lumo_gap_ev": 10.3}



Energies relative to the most stable structure, in hartree: entry one 0.1011; entry two 0.0000.



Entry one
{"formula": "C3H2O", "method": "wB97M-V/def2-TZVPD", "species": ["C", "C", "C", "O", "H", "H"], "coordinates": [[0.94836, -0.99211, -0.00157], [0.11478, 0.12967, 0.01099], [-1.20887, 0.13424, 0.00070], [-2.35398, 0.22988, -0.00568], [1.99847, -0.65887, -0.01089], [0.50125, 1.15719, 0.00645]], "lowdin_charge": [0.0502, -0.2737, -0.1316, 0.2577, -0.0157, 0.1131], "e_homo_ev": -8.45, "total_charge": 0, "spin_multiplicity": 1, "homo_lumo_gap_ev": 8.1}



Entry two
{"formula": "C3H2O", "method": "wB97M-V/def2-TZVPD", "species": ["C", "C", "C", "O", "H", "H"], "coordinates": [[-0.00456, -0.55668, -1.36315], [0.41575, 0.01255, -0.38402], [0.12703, 0.44946, 0.97512], [0.84160, 0.89387, 1.83236], [-0.43248, -1.06844, -2.19176], [-0.94734, 0.26923, 1.13144]], "lowdin_charge": [0.1366, -0.0589, -0.3074, 0.0667, 0.0404, 0.1227], "smiles": "C#CC=O", "e_homo_ev": -10.58, "total_charge": 0, "spin_multiplicity": 1, "homo_lumo_gap_ev": 10.7}



Entry three
{"formula": "C3H2O", "method": "wB97M-V/def2-TZVPD", "species": ["C", "C", "C", "O", "H", "H"], "coordinates": [[0.53468, -1.16733, 0.19148], [0.77437, -1.25538, -1.04778], [-0.36082, 0.69326, 0.15934], [-0.03239, -0.31577, 1.11451], [0.36899, 1.45673, -0.04112], [-1.28483, 0.58849, -0.37642]], "lowdin_charge": [-0.2662, 0.0198, 0.1845, -0.1472, 0.1061, 0.1030], "e_homo_ev": [-9.73, -9.65], "total_charge": 0, "spin_multiplicity": 1, "homo_lumo_gap_ev": [7.8, 7.3]}



Energies relative to the most stable structure, in hartree: entry one 0.0439; entry two 0.0000; entry three 0.1856.



Entry one
{"formula": "C35H34N5O10SSn", "method": "wB97M-V/def2-TZVPD", "species": ["Sn", "O", "C", "O", "C", "C", "C", "N", "C", "C", "C", "C", "C", "C", "C", "N", "C", "C", "C", "C", "C", "N", "H", "H", "H", "H", "H", "H", "H", "H", "H", "H", "C", "C", "C", "O", "C", "O", "O", "H", "H", "H", "H", "H", "H", "H", "O", "N", "C", "C", "C", "C", "C", "H", "H", "H", "H", "H", "C", "C", "C", "C", "C", "C", "C", "S", "O", "O", "N", "C", "C", "C", "O", "O", "H", "H", "H", "H", "H", "H", "H", "H", "H", "H", "H", "H"], "coordinates": [[-1.65383, 1.20389, -1.18753], [-1.01210, -3.03701, 4.53217], [-0.93238, -1.79079, 4.58440], [-0.49944, -1.02971, 5.47749], [-1.38999, -1.06530, 3.30333], [-1.68193, -1.77355, 2.14579], [-1.96892, -1.08980, 0.98401], [-1.98617, 0.24995, 0.92809], [-1.82774, 0.94394, 2.06728], [-1.52130, 0.31646, 3.26020], [-2.04580, 2.41701, 1.96768], [-1.70557, 3.29668, 2.99236], [-1.97260, 4.64354, 2.82066], [-2.55125, 5.07732, 1.63500], [-2.82908, 4.13596, 0.65918], [-2.59101, 2.83704, 0.82551], [-2.30903, -1.77943, -0.28680], [-2.15660, -3.14775, -0.47074], [-2.55259, -3.70606, -1.67245], [-3.07296, -2.89065, -2.66550], [-3.14380, -1.53461, -2.41951], [-2.78498, -0.99421, -1.25578], [-1.66193, -2.85305, 2.21418], [-1.35447, 0.84703, 4.18852], [-1.23953, 2.93741, 3.89930], [-1.72588, 5.34918, 3.60459], [-2.78135, 6.11987, 1.46335], [-3.24917, 4.42613, -0.29772], [-1.73306, -3.75691, 0.31230], [-2.44996, -4.77142, -1.83580], [-3.39139, -3.28629, -3.61943], [-3.48557, -0.84571, -3.18316], [0.24827, 3.16184, -5.04735], [0.32648, 3.77813, -3.67883], [1.16666, 5.01564, -3.50066], [0.52866, 2.83365, -2.75864], [-1.53362, 4.48760, -3.50208], [-1.51831, 5.39658, -4.27988], [-2.15675, 3.83790, -2.70962], [1.26088, 2.84548, -5.31561], [-0.11564, 3.87151, -5.78514], [-0.38922, 2.27846, -5.02965], [2.21045, 4.70585, -3.60716], [1.02768, 5.44608, -2.50689], [0.92440, 5.76974, -4.24245], [0.69743, 3.16708, -1.83402], [0.22937, 3.07866, -0.11070], [0.99449, 2.98502, 0.96143], [1.45431, 4.11934, 1.52165], [2.17966, 4.07329, 2.69107], [2.42836, 2.85043, 3.29786], [1.95480, 1.69757, 2.69451], [1.24392, 1.78449, 1.51449], [1.17939, 5.01850, 0.99400], [2.52965, 5.00029, 3.12278], [2.98194, 2.79643, 4.22486], [2.11213, 0.71919, 3.12872], [0.86034, 0.93438, 0.96531], [0.25125, -4.24974, 3.36005], [0.96397, -4.36463, 2.03938], [2.28483, -3.94123, 1.90202], [2.95712, -4.07429, 0.69866], [2.30512, -4.62821, -0.39680], [0.98985, -5.05965, -0.28729], [0.33335, -4.92553, 0.92880], [3.17696, -4.72545, -1.93054], [2.42824, -5.59639, -2.78570], [4.56174, -4.94752, -1.62759], [3.13291, -3.22298, -2.57377], [1.86355, -2.50663, -2.69972], [1.55853, -1.62893, -1.49859], [0.40534, -0.68156, -1.71634], [-0.30743, -0.73443, -2.72253], [0.15291, 0.11322, -0.72845], [0.83763, -3.69164, 4.08700], [0.05195, -5.23905, 3.77650], [-0.71103, -3.74574, 3.26438], [2.79577, -3.51442, 2.75689], [3.99066, -3.76249, 0.60755], [0.50354, -5.51050, -1.14337], [-0.68730, -5.28187, 1.02311], [3.94037, -2.70038, -2.25555], [1.07631, -3.25222, -2.81534], [1.86742, -1.93081, -3.62362], [2.42674, -1.04747, -1.17557], [1.28532, -2.25174, -0.64255]], "lowdin_charge": [1.4968, -0.0944, -0.6150, -0.0162, -0.0419, 0.0845, -0.1789, 0.0369, -0.1924, 0.0623, -0.2298, -0.0074, -0.0507, -0.0437, -0.1172, 0.0411, -0.2079, 0.0171, -0.0228, -0.0327, -0.1239, -0.0067, 0.1111, 0.1204, 0.1150, 0.1131, 0.1079, 0.1102, 0.0782, 0.1187, 0.1133, 0.1224, -0.0052, -0.4752, -0.0120, -0.0105, -0.5165, 0.1283, 0.0297, 0.1017, 0.0919, 0.1005, 0.1005, 0.0947, 0.0889, 0.0840, -0.2008, -0.1700, -0.0114, -0.0362, -0.0460, -0.0108, -0.0018, 0.1400, 0.1151, 0.1161, 0.1258, 0.1117, -0.0696, -0.2272, -0.0252, -0.0635, -0.3104, -0.0599, -0.0559, 0.6189, -0.2860, -0.2956, -0.1371, -0.2025, -0.0796, -0.6382, -0.0089, -0.2378, 0.0969, 0.1084, 0.0166, 0.1148, 0.1148, 0.1115, 0.1118, 0.1126, 0.1214, 0.1234, 0.1335, 0.1131], "s_squared": 0.753, "e_homo_ev": [-7.71, -7.71], "total_charge": 0, "spin_multiplicity": 2, "homo_lumo_gap_ev": [6.8, 6.1]}



Entry two
{"formula": "C35H34N5O10SSn", "method": "wB97M-V/def2-TZVPD", "species": ["Sn", "O", "C", "O", "C", "C", "C", "N", "C", "C", "C", "C", "C", "C", "C", "N", "C", "C", "C", "C", "C", "N", "H", "H", "H", "H", "H", "H", "H", "H", "H", "H", "C", "C", "C", "O", "C", "O", "O", "H", "H", "H", "H", "H", "H", "H", "O", "N", "C", "C", "C", "C", "C", "H", "H", "H", "H", "H", "C", "C", "C", "C", "C", "C", "C", "S", "O", "O", "N", "C", "C", "C", "O", "O", "H", "H", "H", "H", "H", "H", "H", "H", "H", "H", "H", "H"], "coordinates": [[0.17281, 0.17262, 0.88398], [-1.32296, -0.45125, 8.20885], [-0.16209, -0.46715, 7.79172], [0.95930, -0.56790, 8.29281], [-0.09616, -0.33955, 6.18640], [-1.25285, -0.11888, 5.46107], [-1.16965, -0.05981, 4.07472], [-0.00536, -0.18270, 3.44576], [1.11280, -0.36005, 4.13757], [1.11131, -0.46426, 5.52703], [2.36357, -0.40765, 3.35893], [3.53450, 0.13809, 3.86939], [4.65285, 0.18444, 3.05656], [4.57742, -0.34557, 1.77827], [3.37811, -0.89472, 1.36399], [2.29012, -0.92462, 2.13264], [-2.35488, 0.16275, 3.22670], [-3.63543, -0.15973, 3.66490], [-4.71310, 0.09501, 2.83363], [-4.48406, 0.65841, 1.58755], [-3.17624, 0.91891, 1.21806], [-2.14124, 0.67887, 2.01718], [-2.18669, 0.00377, 5.99021], [2.01393, -0.64900, 6.09176], [3.55058, 0.56593, 4.86054], [5.56075, 0.65132, 3.41166], [5.42704, -0.31151, 1.11196], [3.25682, -1.30887, 0.36884], [-3.78775, -0.62014, 4.62928], [-5.71728, -0.14277, 3.15665], [-5.30043, 0.87840, 0.91543], [-2.93757, 1.34282, 0.24880], [1.17467, 4.24822, -0.55534], [0.59116, 3.54995, 0.66241], [-0.16529, 4.47719, 1.60093], [-0.28391, 2.48906, 0.29313], [1.85496, 2.97979, 1.48716], [2.58437, 3.81223, 1.99577], [1.91870, 1.72212, 1.48517], [0.37799, 4.68515, -1.16152], [1.73627, 3.53292, -1.16175], [1.85343, 5.03525, -0.23710], [-0.96426, 4.98307, 1.05639], [0.50931, 5.21059, 2.03267], [-0.60791, 3.88443, 2.40210], [-0.12288, 2.19673, -0.61709], [-1.13436, -2.01814, 1.19219], [-0.69876, -3.24540, 1.13182], [-1.21168, -4.16247, 1.97692], [-0.78987, -5.47289, 1.95309], [0.17700, -5.87015, 1.04160], [0.68756, -4.91591, 0.17511], [0.24051, -3.61452, 0.23744], [-1.95771, -3.79027, 2.66242], [-1.22328, -6.17411, 2.65041], [0.52039, -6.89321, 1.00865], [1.43530, -5.17286, -0.56053], [0.60034, -2.82464, -0.40718], [0.47777, 3.81151, -5.42563], [0.20419, 2.36723, -5.73590], [-1.10032, 1.88919, -5.82738], [-1.34525, 0.54989, -6.08650], [-0.27540, -0.31191, -6.25448], [1.03104, 0.14675, -6.20322], [1.26442, 1.48646, -5.94448], [-0.56477, -2.05564, -6.46572], [0.67516, -2.64238, -6.87362], [-1.74300, -2.26725, -7.25526], [-0.93993, -2.65035, -4.95976], [-0.22949, -2.15228, -3.78807], [-1.00302, -1.06773, -3.04400], [-0.22751, -0.42674, -1.90389], [0.71983, -1.04941, -1.36967], [-0.60930, 0.70581, -1.51208], [-0.44599, 4.36260, -5.26196], [1.01613, 4.27931, -6.25059], [1.09859, 3.89809, -4.53322], [-1.92956, 2.56979, -5.68569], [-2.35449, 0.16874, -6.17354], [1.83529, -0.55375, -6.38117], [2.28079, 1.85650, -5.89890], [-1.94290, -2.72698, -4.85191], [0.72652, -1.75744, -4.13505], [-0.01518, -2.98295, -3.11200], [-1.90387, -1.49775, -2.59368], [-1.31998, -0.27666, -3.72037]], "lowdin_charge": [1.6903, -0.0249, -0.6820, -0.0203, -0.0547, 0.0619, -0.1996, 0.0945, -0.1958, 0.0661, -0.2387, 0.0172, -0.0259, -0.0405, -0.1369, 0.0406, -0.2110, 0.0130, -0.0357, -0.0406, -0.1097, 0.0517, 0.1192, 0.1251, 0.1267, 0.1179, 0.1099, 0.1122, 0.1204, 0.1154, 0.1092, 0.1153, -0.0044, -0.5054, -0.0038, -0.1424, -0.5941, 0.0723, -0.0884, 0.0916, 0.0967, 0.0981, 0.0896, 0.0923, 0.0929, 0.0436, -0.1957, -0.1884, 0.0096, -0.0295, -0.0478, -0.0238, 0.0006, 0.1436, 0.1185, 0.1144, 0.1192, 0.1000, -0.0411, -0.2613, -0.0284, -0.0692, -0.2982, -0.0513, -0.0232, 0.6352, -0.2832, -0.2919, -0.1295, -0.2162, -0.0688, -0.6639, -0.0829, -0.0773, 0.0762, 0.0871, 0.0795, 0.1155, 0.1221, 0.1153, 0.1199, 0.1098, 0.1198, 0.1161, 0.1379, 0.1021], "s_squared": 0.757, "e_homo_ev": [-7.76, -7.76], "total_charge": 0, "spin_multiplicity": 2, "homo_lumo_gap_ev": [7.0, 4.2]}



Energies relative to the most stable structure, in hartree: entry one 0.0264; entry two 0.0000.